CH20F3O13SZn2 as an isolated structure in a non-equilibrium geometry, computed with ωB97M-V with the def2-TZVPD basis set.

Structure (XYZ):
```
40
Properties=species:S:1:pos:R:3:forces:R:3
Zn 4.1079 -0.6564 1.9564 -2.39 -0.02 -0.64
Zn -1.3597 -2.0250 0.1132 -0.25 0.17 -0.19
C 0.8407 1.5023 -0.4028 0.29 0.90 0.26
F 1.1627 0.9228 -1.5549 0.73 -0.05 0.29
F 1.5600 2.5909 -0.1330 -0.10 -1.24 -0.31
F -0.4200 1.8382 -0.5029 -0.73 0.02 0.42
S 1.0159 0.2715 1.0269 -3.46 2.09 0.52
O 0.7665 0.9674 2.2606 0.80 -1.28 -1.39
O -0.0323 -0.7098 0.6829 2.34 0.78 0.76
O 2.3971 -0.2133 0.9040 2.97 -1.16 0.16
O -0.5989 -1.9772 -1.7477 -0.07 0.12 -0.86
H -0.9557 -1.3687 -2.4287 -0.22 0.17 0.04
H 0.2414 -2.2843 -2.1056 -0.02 -0.23 0.11
O 1.6014 4.3122 -2.7422 -0.19 -0.45 0.17
H 1.2320 4.0392 -3.5887 0.04 0.21 -0.10
H 2.4104 3.8001 -2.6535 0.14 0.19 -0.12
O -2.0341 0.1328 -2.8904 -0.30 0.02 0.29
H -1.8265 1.0365 -2.6166 0.20 0.05 -0.21
H -2.6265 0.2373 -3.6495 0.08 -0.14 -0.12
O -0.0483 2.6778 4.0774 0.20 -0.25 -0.02
H 0.3832 2.1837 3.3644 -0.43 0.68 0.66
H 0.5015 2.5308 4.8539 -0.08 0.18 0.09
O -0.0719 -3.6076 0.3571 0.47 -0.52 0.12
H 0.2138 -4.2689 -0.2897 -0.28 0.00 -0.13
H 0.2159 -3.9541 1.2095 -0.33 -0.06 0.12
O 1.7051 -0.4090 -4.2200 -0.19 -0.03 0.16
H 2.4315 0.2147 -4.3325 0.00 -0.03 -0.19
H 1.7777 -0.7024 -3.3097 0.23 0.07 0.03
O -2.3089 3.0825 1.9993 0.16 -0.44 -0.14
H -2.8479 2.8665 2.7690 0.09 0.21 0.12
H -2.6687 2.5454 1.2892 -0.22 0.23 -0.07
O 3.2207 -2.4406 2.3095 0.76 -0.29 -0.16
H 2.5260 -2.6907 2.9394 0.06 0.43 0.32
H 3.6487 -3.2780 2.0596 0.18 0.01 0.06
O -2.7010 -0.5816 -0.3405 -0.36 0.10 -0.75
H -3.1820 0.1300 0.0988 -0.02 -0.22 0.33
H -2.7689 -0.3838 -1.3020 0.08 0.07 -0.06
O -2.2254 -2.2126 1.9187 -0.35 -0.21 0.53
H -2.1995 -1.4805 2.5530 0.14 0.05 -0.04
H -3.0840 -2.6384 2.0678 0.04 -0.14 -0.05
```
Positions in Å, forces in eV/Å.

Values from the calculation:
- LUMO level: -14.3 eV
- Charge: +3
- Highest occupied orbital energy: -17.2627 eV
- Electronic energy: -143774.16261 eV
- Orbital gap: 0.1083 Ha

=====

A 8-piece molecular cluster, CH20O8 overall in a non-equilibrium geometry, computed with ωB97M-V with the def2-TZVPD basis set.

Structure (XYZ):
```
29
Properties=species:S:1:pos:R:3:forces:R:3
O -2.9003 -3.9787 1.2765 0.18 0.29 -0.58
H -3.2611 -3.6731 2.1120 -0.40 0.66 1.22
H -3.5661 -4.4914 0.8122 -0.92 -0.39 -0.72
H -2.1320 -4.5392 1.4069 0.84 -0.39 0.26
O 3.3417 -3.0619 0.8745 0.04 -0.21 0.70
H 2.6541 -3.7305 0.9168 -0.73 -0.72 0.32
H 4.0962 -3.4424 0.4189 1.06 -0.22 -0.46
H 2.9814 -2.3093 0.3996 -0.46 1.49 -0.59
O 3.6300 2.7415 -2.6959 0.36 -0.05 -0.62
H 3.9963 3.3246 -2.0271 0.54 0.46 0.91
H 3.1852 3.2963 -3.3408 -0.26 0.68 -1.11
H 2.9305 2.2008 -2.3218 -1.09 -1.23 1.07
C -0.5387 1.1802 0.0970 1.34 0.28 -1.63
O 0.6512 0.5718 -0.3517 0.37 -0.24 0.33
H -0.3863 2.0526 0.7325 0.10 -0.19 0.98
H -0.9819 1.6827 -0.7627 -0.73 -0.07 -0.46
H -1.2849 0.4848 0.4814 -0.15 -0.11 0.44
O -5.6392 4.8994 -2.5968 -0.17 -0.09 0.06
H -5.2420 5.1959 -3.4156 0.02 0.11 -0.25
H -4.8975 4.7531 -2.0095 0.14 -0.02 0.19
O 0.8564 -2.0685 -3.9245 -0.02 -0.24 0.00
H 0.6483 -1.5395 -3.1544 -0.22 0.36 0.29
H 1.8128 -2.0709 -3.9628 0.22 -0.02 -0.18
O -3.9421 -1.7884 4.7541 0.12 -0.37 -0.48
H -3.5753 -0.9080 4.6728 0.02 0.33 -0.02
H -3.8450 -2.0041 5.6816 -0.07 -0.09 0.31
O 4.0232 2.3414 2.2913 0.30 -0.15 -0.04
H 3.4245 1.7335 1.8573 -0.39 -0.16 -0.05
H 3.9606 3.1471 1.7784 -0.05 0.29 0.07
```
Positions in Å, forces in eV/Å.

Values from the calculation:
- LUMO level: -7.1 eV
- Charge: +2
- Highest occupied orbital energy: -10.8440 eV
- Electronic energy: -17716.42231 eV
- Orbital gap: 0.1363 Ha

=====

A 9-piece molecular cluster, CH20O9 overall, computed with ωB97M-V with the def2-TZVPD basis set.

Structure (XYZ):
```
30
Properties=species:S:1:pos:R:3:forces:R:3
C 3.3733 -1.7704 2.2812 -0.46 -0.17 0.19
O 2.4408 -1.0672 1.4604 0.68 0.10 -0.03
H 3.0451 -1.7419 3.3215 0.12 0.19 0.12
H 3.4209 -2.8294 2.0215 0.10 -0.03 -0.26
H 4.3703 -1.3390 2.2078 -0.15 0.15 -0.16
H 1.5668 -1.4153 1.6848 -0.20 -0.12 0.09
O 2.5931 0.4212 -0.9861 0.23 0.19 0.19
H 2.4114 0.0162 -0.1296 0.09 -0.38 0.56
H 3.4642 0.1014 -1.2270 0.04 -0.01 -0.16
O -3.8030 1.3875 -2.0806 -0.16 0.17 -0.01
H -3.2956 0.6915 -2.5130 -0.16 -0.10 -0.14
H -3.6093 1.2985 -1.1413 0.11 0.11 -0.02
O -0.6460 -0.6663 -0.2448 0.26 -0.37 0.20
H -0.1834 -0.2579 -0.9824 0.05 0.04 -0.29
H -1.3493 -0.0428 -0.0256 -0.32 0.31 -0.02
O -0.8803 2.5413 1.9319 0.14 0.07 0.12
H -0.1603 2.3335 1.3304 0.21 -0.12 -0.04
H -0.8551 3.4967 2.0217 -0.10 0.15 0.06
O -2.1311 -0.4935 -3.3832 0.02 -0.05 0.03
H -1.3781 -0.0392 -2.9932 0.36 0.12 0.05
H -1.7441 -1.0671 -4.0467 -0.06 -0.08 -0.12
O -0.0692 -2.0140 2.0606 -0.09 -0.17 0.23
H -0.3165 -1.7342 1.1675 -0.14 0.40 -0.46
H -0.5706 -2.8189 2.2039 0.10 -0.17 0.16
O 0.5238 0.9758 -2.4127 -0.71 0.08 -0.14
H 0.3785 1.9238 -2.4587 -0.18 0.07 -0.10
H 1.2697 0.8670 -1.7973 0.54 -0.14 -0.23
O -2.6497 1.1399 0.5221 -0.21 -0.54 0.00
H -3.0652 0.4427 1.0364 -0.25 -0.06 0.08
H -2.1511 1.6602 1.1706 0.13 0.40 0.12
```
Positions in Å, forces in eV/Å.

Values from the calculation:
- LUMO level: 0.2 eV
- Highest occupied orbital energy: -10.0534 eV
- Electronic energy: -19789.88927 eV
- SMILES: CO.O.O.O.O.O.O.O.O
- Orbital gap: 0.3769 Ha